Record 1
{
  "formula": "C3H4N2S",
  "method": "ωB97M-V/def2-TZVPD",
  "homo_energy_ha": -0.327,
  "max_force_ev_per_a": 5.0,
  "energy_ha": -624.270783,
  "e_above_lowest_kj_mol": 407.0,
  "total_charge": 0,
  "elements": ["C", "C", "C", "N", "N", "S", "H", "H", "H", "H"],
  "positions_angstrom": [[1.425, -0.372, 1.175], [0.891, -0.698, -1.640], [0.569, -0.070, -0.542], [2.038, -0.894, 1.991], [0.039, 1.401, 1.256], [-0.763, 0.897, -0.106], [0.459, -0.451, -2.586], [1.721, -1.400, -1.524], [-0.607, 1.818, 1.939], [0.889, 1.951, 1.048]],
  "forces_ev_per_angstrom": [[-1.691, -0.167, -4.729], [1.562, -0.427, 0.553], [0.861, -1.225, 3.397], [0.492, -0.177, 0.746], [-0.039, 1.857, 1.543], [-0.321, 0.084, -0.674], [-0.190, -0.051, -0.371], [-0.355, 0.087, -0.530], [0.728, -0.055, -0.360], [-1.048, 0.075, 0.424]]
}

Record 2
{
  "formula": "C3HN3O",
  "method": "ωB97M-V/def2-TZVPD",
  "homo_energy_ha": -0.355,
  "max_force_ev_per_a": 1.7,
  "energy_ha": -354.312135,
  "e_above_lowest_kj_mol": 144.1,
  "total_charge": 0,
  "elements": ["N", "C", "C", "C", "O", "N", "N", "H"],
  "positions_angstrom": [[-0.892, 0.998, 0.721], [-1.797, 1.308, 1.416], [-0.105, 0.168, -0.072], [0.896, -0.724, 0.465], [1.591, -1.414, -0.246], [-0.361, 0.158, -2.488], [-0.291, 0.206, -1.366], [0.959, -0.701, 1.570]],
  "forces_ev_per_angstrom": [[-1.158, -0.617, 0.310], [1.016, 0.152, -0.526], [-0.303, 0.746, 0.760], [0.302, -0.152, -0.267], [-0.021, -0.050, 0.277], [0.011, 0.063, 1.243], [0.105, -0.081, -1.647], [0.048, -0.062, -0.152]]
}

Record 3
{
  "formula": "CH3Cl2FSi",
  "method": "ωB97M-V/def2-TZVPD",
  "homo_energy_ha": -0.372,
  "max_force_ev_per_a": 4.1,
  "energy_ha": -1349.766549,
  "smiles": "C[Si](F)(Cl)Cl",
  "e_above_lowest_kj_mol": 182.6,
  "total_charge": 0,
  "elements": ["C", "Si", "F", "Cl", "Cl", "H", "H", "H"],
  "positions_angstrom": [[-0.963, 0.632, 0.279], [0.392, -0.581, -0.103], [0.341, -1.570, -1.375], [1.293, -1.583, 1.331], [2.392, 0.820, -1.125], [-0.854, 1.264, -0.580], [-1.949, 0.044, 0.284], [-0.651, 0.975, 1.287]],
  "forces_ev_per_angstrom": [[-0.129, -2.725, 0.439], [2.662, 1.120, -2.856], [-0.659, 0.753, 0.943], [0.145, -0.360, 0.854], [-2.393, -1.361, 1.307], [-0.356, 1.029, 0.009], [1.292, 1.110, 0.096], [-0.562, 0.436, -0.792]]
}

Kohn-Sham gap across the listed records, respectively: 9.200; 9.124; 10.213 eV.